# C43H50N3

2 unconnected molecules or ions with the total composition C43H50N3 at a distorted geometry (ωB97M-V/def2-TZVPD, OMol25).

Last column: Mulliken charge in e.
Positions of all 96 atoms, in Å:
C: 2.79 0.43 -6.68  -0.872
C: 4.13 0.96 -6.21  -0.571
N: 4.20 0.98 -4.77  0.056
C: 5.20 1.87 -4.22  -0.649
C: 4.93 2.15 -2.75  -0.881
C: 4.89 0.84 -1.98  -0.639
C: 4.03 -0.18 -2.66  0.781
C: 3.67 -0.03 -4.02  0.326
C: 2.79 -1.00 -4.60  0.246
C: 2.25 -2.00 -3.81  -0.946
C: 2.60 -2.16 -2.43  0.208
C: 1.94 -3.12 -1.62  -0.363
C: 2.03 -3.22 -0.20  0.468
C: 1.59 -4.40 0.48  -0.960
C: 1.75 -4.56 1.85  0.337
C: 2.44 -3.57 2.61  0.321
N: 2.62 -3.71 3.95  -0.051
C: 1.90 -4.71 4.70  -0.535
C: 1.79 -6.00 3.92  -0.903
C: 1.19 -5.77 2.54  -0.763
C: 3.20 -2.64 4.74  -0.487
C: 4.27 -1.90 3.96  -0.936
C: 3.68 -1.36 2.67  -0.590
C: 2.88 -2.40 1.94  -0.242
C: 2.54 -2.18 0.63  -1.021
C: 3.64 -1.30 -1.96  -1.577
C: 2.49 -0.93 -6.06  -0.819
H: 2.00 1.14 -6.41  0.311
H: 2.80 0.35 -7.77  0.379
H: 4.94 0.32 -6.63  0.257
H: 4.30 1.98 -6.57  0.420
H: 6.21 1.44 -4.32  0.279
H: 5.18 2.80 -4.80  0.424
H: 5.72 2.80 -2.35  0.380
H: 3.97 2.67 -2.64  0.321
H: 5.91 0.44 -1.87  0.353
H: 4.52 1.02 -0.96  0.303
H: 1.54 -2.70 -4.26  0.442
H: 1.36 -3.89 -2.14  0.403
H: 1.11 -5.20 -0.09  0.442
H: 2.43 -4.86 5.65  0.461
H: 0.88 -4.35 4.95  0.208
H: 2.79 -6.44 3.81  0.312
H: 1.18 -6.71 4.48  0.396
H: 0.10 -5.66 2.65  0.232
H: 1.35 -6.65 1.91  0.452
H: 2.42 -1.93 5.06  0.064
H: 3.62 -3.09 5.65  0.481
H: 4.67 -1.08 4.57  0.398
H: 5.10 -2.59 3.73  0.329
H: 3.04 -0.49 2.88  0.333
H: 4.49 -1.00 2.02  0.313
H: 2.68 -1.17 0.23  1.392
H: 4.14 -1.51 -1.01  1.232
H: 1.43 -1.18 -6.22  0.443
H: 3.07 -1.70 -6.60  0.317
C: -2.18 -0.80 5.91  -0.728
C: -3.54 -0.66 5.69  -0.711
C: -4.14 -1.09 4.48  0.686
C: -5.53 -0.96 4.25  -0.816
C: -6.10 -1.39 3.07  -0.951
C: -5.30 -1.96 2.07  -0.300
C: -3.93 -2.11 2.24  0.474
C: -3.12 -2.73 1.12  -1.817
C: -2.56 -1.70 0.14  0.614
C: -1.57 -2.30 -0.86  -0.485
C: -1.99 -1.93 -2.31  -0.063
C: -3.42 -2.50 -2.53  -0.966
C: -4.37 -1.88 -1.53  -0.629
N: -3.63 -0.99 -0.56  -0.198
C: -3.02 0.14 -1.35  -0.819
C: -2.06 -0.39 -2.41  -0.700
C: -3.31 -1.68 3.46  0.551
C: -1.92 -1.80 3.72  -0.577
C: -1.36 -1.38 4.92  -0.274
H: -1.74 -0.46 6.85  0.390
H: -4.18 -0.22 6.45  0.357
H: -6.14 -0.51 5.04  0.381
H: -7.17 -1.29 2.90  0.377
H: -5.75 -2.30 1.14  0.231
H: -2.27 -3.29 1.53  0.406
H: -3.73 -3.45 0.55  0.711
H: -2.03 -0.93 0.73  0.590
H: -0.57 -1.91 -0.64  -0.149
H: -1.53 -3.39 -0.76  0.379
H: -1.28 -2.34 -3.03  0.405
H: -3.76 -2.26 -3.55  0.385
H: -3.43 -3.59 -2.41  0.424
H: -5.10 -1.23 -2.06  0.476
H: -4.93 -2.64 -0.97  0.155
H: -3.84 0.70 -1.82  0.317
H: -2.49 0.81 -0.65  0.406
H: -1.08 0.06 -2.25  0.302
H: -2.42 -0.09 -3.40  0.452
H: -1.27 -2.24 2.96  0.320
H: -0.29 -1.50 5.09  0.386

Values from the calculation:
Charge: +1
HOMO in eV: -9.535
Total energy in hartree: -1832.63552
ΔE to the lowest compared entry with this formula, charge and spin in kcal/mol: 0.0
LUMO in eV: -4.20
Gap between HOMO and LUMO in eV: 5.337

=====

# C43H50NS

7 unconnected molecules or ions with the total composition C43H50NS (ωB97M-V/def2-TZVPD, OMol25).

Last column: Mulliken charge in e.
Positions of all 95 atoms, in Å:
S: 4.84 -0.71 3.02  -0.227
C: 4.33 -0.88 1.28  -0.759
C: 3.30 -1.97 1.02  -0.613
C: 1.99 -1.81 1.79  -1.077
C: 1.21 -0.57 1.38  0.594
C: -0.19 -0.79 0.75  -1.141
C: -0.68 0.61 0.73  0.058
N: -0.12 1.29 1.66  0.008
C: 0.83 0.46 2.45  -1.094
H: 3.92 0.19 3.39  0.082
H: 3.99 0.09 0.92  0.287
H: 5.24 -1.10 0.73  0.500
H: 3.08 -1.99 -0.05  0.228
H: 3.74 -2.94 1.27  0.468
H: 1.38 -2.70 1.61  0.378
H: 2.20 -1.79 2.86  0.544
H: 1.76 0.02 0.63  0.164
H: -0.15 -1.29 -0.22  0.151
H: -0.84 -1.33 1.46  0.379
H: -1.40 1.07 0.06  0.737
H: -0.30 2.27 1.83  0.470
H: 1.64 1.07 2.85  0.451
H: 0.25 -0.01 3.25  0.350
C: -0.79 -4.27 -1.39  -0.285
C: -1.53 -5.25 -2.03  -0.576
C: -1.12 -5.73 -3.27  -0.052
C: 0.02 -5.21 -3.87  -0.499
C: 0.76 -4.23 -3.23  -0.584
C: 0.35 -3.76 -1.99  0.259
H: -1.11 -3.90 -0.42  0.373
H: -2.42 -5.66 -1.57  0.424
H: -1.70 -6.49 -3.77  0.153
H: 0.34 -5.58 -4.84  0.375
H: 1.65 -3.83 -3.70  0.380
H: 0.93 -2.99 -1.50  0.042
C: -5.91 -6.74 -4.87  -0.444
C: -4.65 -7.27 -4.62  -0.323
C: -4.36 -7.84 -3.39  -0.357
C: -5.33 -7.88 -2.40  -0.437
C: -6.59 -7.34 -2.64  -0.365
C: -6.88 -6.77 -3.88  -0.370
H: -6.13 -6.30 -5.83  0.368
H: -3.89 -7.25 -5.40  0.373
H: -3.38 -8.26 -3.20  0.465
H: -5.11 -8.33 -1.44  0.383
H: -7.35 -7.38 -1.87  0.364
H: -7.86 -6.36 -4.07  0.369
C: -2.57 4.29 0.95  0.419
C: -3.08 3.34 1.82  -0.066
C: -4.27 3.56 2.50  -0.726
C: -4.95 4.75 2.29  -0.464
C: -4.44 5.71 1.41  -0.531
C: -3.25 5.48 0.75  -0.525
H: -1.64 4.11 0.42  0.014
H: -2.55 2.40 1.97  0.186
H: -4.67 2.82 3.17  0.388
H: -5.88 4.94 2.81  0.394
H: -4.98 6.63 1.26  0.393
H: -2.85 6.22 0.07  0.415
C: -5.83 2.36 -3.45  -0.382
C: -5.42 1.04 -3.60  -0.476
C: -4.70 0.42 -2.60  -0.534
C: -4.39 1.12 -1.44  -0.350
C: -4.79 2.44 -1.29  0.229
C: -5.51 3.06 -2.30  -0.601
H: -6.40 2.84 -4.24  0.379
H: -5.67 0.50 -4.51  0.374
H: -4.39 -0.61 -2.71  0.413
H: -3.85 0.62 -0.64  0.444
H: -4.55 2.98 -0.38  0.184
H: -5.83 4.09 -2.18  0.392
C: 2.64 4.49 1.00  -0.471
C: 3.09 5.80 1.06  -0.503
C: 2.43 6.79 0.34  -0.457
C: 1.32 6.48 -0.43  -0.491
C: 0.87 5.17 -0.49  -0.525
C: 1.53 4.18 0.22  -0.121
H: 3.16 3.72 1.55  0.385
H: 3.95 6.05 1.66  0.389
H: 2.78 7.82 0.39  0.379
H: 0.81 7.25 -0.99  0.388
H: 0.01 4.92 -1.10  0.452
H: 1.19 3.15 0.15  0.599
C: 10.10 2.62 3.64  -0.310
C: 10.84 1.69 4.37  -0.441
C: 10.30 0.44 4.64  -0.360
C: 9.02 0.12 4.20  -0.372
C: 8.28 1.05 3.48  0.149
C: 8.83 2.30 3.20  -0.548
H: 10.52 3.59 3.43  0.360
H: 11.83 1.94 4.71  0.359
H: 10.87 -0.28 5.21  0.363
H: 8.60 -0.85 4.42  0.340
H: 7.29 0.80 3.14  0.146
H: 8.25 3.03 2.64  0.345

Values from the calculation:
Charge: +1
HOMO in eV: -10.724
Total energy in hartree: -2121.19125
ΔE to the lowest compared entry with this formula, charge and spin in kcal/mol: 0.0
LUMO in eV: -4.16
Gap between HOMO and LUMO in eV: 6.560

=====

# C43H51BrIN6O12PSm

A molecular structure, C43H51BrIN6O12PSm at a distorted geometry (ωB97M-V/def2-TZVPD, OMol25).

Last column: Mulliken charge in e.
Positions of all 116 atoms, in Å:
Sm: 0.46 -1.97 0.40  -0.204
O: -0.23 0.13 0.11  1.541
P: -1.17 1.23 -0.36  -0.262
C: -0.87 2.81 0.62  1.414
C: -2.05 3.88 0.41  -0.657
C: -2.90 3.99 1.66  -0.606
C: -1.95 4.45 2.80  -0.960
C: -0.66 3.66 2.98  -0.971
C: -0.61 2.44 2.08  -0.243
C: -2.80 0.37 -0.26  1.853
C: -3.12 0.11 1.27  -1.519
C: -4.31 -0.81 1.45  -0.231
C: -5.50 -0.50 0.47  -0.841
C: -5.36 0.81 -0.25  -0.802
C: -4.04 0.79 -1.08  -1.082
C: -0.87 1.46 -2.15  0.506
C: -1.34 2.82 -2.62  -0.453
C: -1.41 2.86 -4.18  -1.040
C: -0.55 1.77 -4.85  -0.799
C: -0.88 0.31 -4.37  -0.639
C: -1.45 0.29 -2.96  -0.197
H: 0.02 3.25 0.16  -0.100
H: -2.68 3.75 -0.47  0.251
H: -1.53 4.82 0.29  0.551
H: -3.40 3.06 1.94  0.064
H: -3.65 4.77 1.48  0.498
H: -2.50 4.40 3.70  0.408
H: -1.63 5.47 2.64  0.328
H: -0.56 3.37 4.02  0.470
H: 0.17 4.34 2.78  0.282
H: -1.34 1.75 2.40  0.292
H: 0.36 1.95 2.15  -0.319
H: -2.41 -0.58 -0.64  -0.644
H: -3.27 1.09 1.67  0.059
H: -2.30 -0.30 1.79  0.295
H: -4.66 -0.73 2.50  0.554
H: -3.97 -1.85 1.33  -0.376
H: -6.43 -0.50 1.01  0.445
H: -5.59 -1.35 -0.21  0.314
H: -5.53 1.69 0.41  0.277
H: -6.26 0.88 -0.96  0.450
H: -3.95 1.73 -1.57  0.285
H: -4.29 0.11 -1.90  0.572
H: 0.22 1.47 -2.23  0.611
H: -0.65 3.56 -2.19  0.262
H: -2.31 3.05 -2.20  -0.128
H: -1.00 3.83 -4.45  0.468
H: -2.44 2.95 -4.58  0.370
H: 0.50 1.96 -4.61  0.300
H: -0.62 1.83 -5.92  0.507
H: 0.03 -0.35 -4.48  -0.113
H: -1.58 -0.15 -5.08  0.521
H: -1.32 -0.66 -2.46  -0.082
H: -2.52 0.57 -2.99  0.063
Br: -7.31 -6.16 -0.21  -0.161
C: -5.57 -5.45 -0.13  0.269
C: -5.03 -5.22 1.14  -0.742
C: -3.74 -4.66 1.18  -0.201
C: -3.09 -4.38 0.00  -0.011
C: -3.64 -4.64 -1.23  -0.358
C: -4.94 -5.13 -1.30  -0.766
C: -1.83 -3.50 0.00  1.687
O: -1.37 -2.99 -1.04  -0.852
O: -1.28 -3.24 1.12  -0.830
H: -5.58 -5.46 2.06  0.395
H: -3.25 -4.36 2.13  0.409
H: -3.10 -4.37 -2.10  0.609
H: -5.48 -5.26 -2.24  0.405
O: 5.28 6.62 0.69  -0.556
C: 4.02 6.04 0.95  -0.500
N: 4.14 4.62 0.76  -0.180
C: 3.19 3.83 0.18  0.463
O: 2.09 4.24 -0.07  -0.631
C: 3.59 2.44 -0.15  0.291
C: 4.89 2.06 -0.64  -0.604
C: 5.08 0.77 -1.09  -1.248
C: 3.96 -0.08 -1.12  -0.453
N: 2.82 0.18 -0.52  0.762
C: 2.57 1.43 -0.11  0.091
H: 5.48 6.62 -0.25  0.321
H: 3.18 6.36 0.29  0.348
H: 3.78 6.27 1.95  0.308
H: 5.07 4.34 1.01  0.263
H: 5.66 2.82 -0.72  0.526
H: 6.00 0.46 -1.57  0.584
H: 3.99 -1.07 -1.58  0.201
H: 1.60 1.64 0.26  -0.173
I: 1.47 -2.65 -2.88  0.136
C: 1.58 -4.42 -1.76  0.192
C: 1.83 -5.59 -2.46  -0.741
C: 1.80 -6.77 -1.73  -0.398
C: 1.65 -6.73 -0.34  -1.026
C: 1.34 -5.51 0.29  -0.476
N: 1.28 -4.39 -0.48  0.624
H: 2.02 -5.59 -3.54  0.459
H: 1.83 -7.71 -2.26  0.430
H: 1.64 -7.65 0.17  0.560
H: 1.06 -5.38 1.31  0.577
O: 7.69 -0.04 2.68  -0.603
N: 6.65 0.26 3.20  1.050
O: 6.49 1.17 3.99  -0.637
C: 5.46 -0.49 2.84  -0.683
C: 5.66 -1.47 1.84  -0.111
C: 4.66 -2.31 1.44  -0.301
C: 3.31 -2.11 1.86  0.890
O: 2.32 -2.74 1.36  -0.309
C: 3.16 -1.03 2.82  -0.386
C: 4.20 -0.33 3.36  -0.503
N: 1.84 -0.68 3.33  1.195
O: 1.73 0.10 4.25  -0.612
O: 0.84 -1.19 2.76  -0.696
N: 5.03 -3.30 0.43  1.122
O: 5.87 -2.93 -0.37  -0.604
O: 4.37 -4.33 0.40  -0.594
H: 6.60 -1.52 1.28  0.582
H: 4.11 0.50 4.06  0.653

Values from the calculation:
Charge: +1
2S+1: 6
HOMO (spin up / spin down) in eV: -11.157 / -11.159
Total energy in hartree: -6771.34876
Expectation value of S²: 8.757
LUMO (spin up / spin down) in eV: -3.65 / -3.65
Gap between HOMO and LUMO (spin up / spin down) in eV: 7.504 / 7.508

=====

# C43H51N8O4PtSSi

A molecular structure, C43H51N8O4PtSSi (ωB97M-V/def2-TZVPD, OMol25).

Last column: Mulliken charge in e.
Positions of all 109 atoms, in Å:
Pt: 1.04 -0.59 0.93  1.784
O: 3.07 -0.60 7.64  -0.491
C: 1.69 -0.62 7.39  -0.587
C: 1.49 -0.63 5.90  0.149
C: 0.21 -0.58 5.35  -0.995
C: 0.08 -0.59 3.98  -0.533
N: 1.14 -0.62 3.16  -0.239
C: 2.37 -0.68 3.68  0.074
C: 2.58 -0.69 5.04  -0.527
C: 3.48 -0.73 2.69  0.457
C: 4.81 -0.73 3.07  -0.661
C: 5.81 -0.80 2.11  0.170
C: 7.26 -0.83 2.51  -0.644
O: 7.35 -0.51 3.88  -0.496
C: 5.43 -0.84 0.78  -1.200
C: 4.09 -0.82 0.46  -0.154
N: 3.13 -0.77 1.40  0.380
H: 3.23 -0.58 8.59  0.331
H: 1.17 0.24 7.81  0.364
H: 1.21 -1.52 7.80  0.356
H: -0.67 -0.54 5.98  0.517
H: -0.90 -0.57 3.52  0.577
H: 3.57 -0.75 5.47  0.719
H: 5.10 -0.66 4.11  0.742
H: 7.82 -0.14 1.89  0.376
H: 7.64 -1.84 2.31  0.350
H: 8.26 -0.54 4.17  0.331
H: 6.17 -0.88 -0.02  0.521
H: 3.77 -0.83 -0.57  0.545
C: 0.49 3.80 -1.86  -0.906
Si: 1.90 2.67 -1.42  -0.478
C: 3.54 3.41 -1.86  -1.026
C: 1.81 2.34 0.45  0.169
N: 1.66 1.09 -2.12  0.361
C: 1.71 0.58 -3.33  0.026
C: 1.90 1.22 -4.60  -0.619
C: 1.90 0.45 -5.73  -0.810
C: 1.71 -0.95 -5.67  -0.731
C: 1.52 -1.62 -4.45  -0.424
C: 1.52 -0.85 -3.32  -0.142
O: 1.10 -2.95 -1.87  -0.433
C: 1.35 -3.85 -0.84  0.474
C: 1.76 -5.12 -1.22  -0.504
C: 1.96 -6.09 -0.25  -0.568
C: 1.77 -5.81 1.10  -0.685
C: 1.37 -4.54 1.48  -1.645
C: 1.15 -3.58 0.51  1.291
H: 0.66 4.77 -1.37  0.405
H: -0.48 3.42 -1.53  0.173
H: 0.44 3.99 -2.94  0.337
H: 3.66 4.38 -1.36  0.385
H: 3.63 3.57 -2.94  0.357
H: 4.37 2.76 -1.54  0.318
H: 1.16 3.05 0.97  0.481
H: 2.80 2.38 0.92  0.452
H: 1.40 1.30 0.66  -0.978
H: 2.06 2.29 -4.65  0.413
H: 2.05 0.91 -6.70  0.458
H: 1.72 -1.52 -6.59  0.474
H: 1.40 -2.70 -4.41  0.602
H: 1.92 -5.33 -2.27  0.488
H: 2.28 -7.08 -0.55  0.451
H: 1.93 -6.57 1.85  0.449
H: 1.21 -4.30 2.53  0.531
H: 0.80 -2.58 0.83  -0.161
C: -2.38 0.55 -3.45  -1.134
N: -2.00 0.15 -2.09  0.411
C: -1.99 -1.07 -1.63  0.119
S: 1.46 -1.33 -1.63  0.838
N: -2.29 -2.08 -2.42  0.080
C: -2.31 -3.52 -2.06  -0.844
H: -1.92 1.51 -3.67  0.313
H: -3.46 0.64 -3.54  0.401
H: -2.01 -0.16 -4.19  0.397
H: -1.72 0.88 -1.46  -0.126
H: -2.44 -1.88 -3.39  0.201
H: -1.33 -3.96 -2.19  0.216
H: -3.02 -4.02 -2.71  0.488
H: -2.64 -3.67 -1.03  0.295
C: -5.86 4.08 -4.17  -1.408
C: -5.79 3.54 -2.75  0.605
C: -6.71 2.61 -2.29  -0.728
C: -6.67 2.15 -0.98  -0.540
C: -5.70 2.59 -0.10  0.551
N: -5.82 2.14 1.27  -0.024
C: -4.94 2.11 2.29  0.124
O: -5.21 2.14 3.46  -0.557
N: -3.54 1.95 1.92  0.067
C: -3.05 0.85 1.32  0.001
C: -3.89 -0.27 0.93  -0.445
C: -3.34 -1.32 0.33  -1.466
C: -1.88 -1.31 -0.12  0.582
N: -1.07 -0.34 0.62  -0.426
C: -1.66 0.68 1.22  -0.658
C: -4.76 3.52 -0.55  -0.311
C: -4.82 3.98 -1.86  -0.854
H: -6.85 4.49 -4.38  0.374
H: -5.69 3.29 -4.90  0.309
H: -5.13 4.87 -4.34  0.365
H: -7.50 2.26 -2.95  0.447
H: -7.43 1.45 -0.64  0.429
H: -6.77 2.03 1.59  0.263
H: -2.92 2.48 2.51  0.276
H: -4.93 -0.30 1.23  0.753
H: -3.92 -2.22 0.12  0.464
H: -1.44 -2.29 0.03  0.347
H: -1.01 1.38 1.74  0.697
H: -4.05 3.95 0.14  0.508
H: -4.12 4.75 -2.18  0.394

Values from the calculation:
Charge: +3
2S+1: 5
HOMO (spin up / spin down) in eV: -14.711 / -14.713
Total energy in hartree: -3214.26369
ΔE to the lowest compared entry with this formula, charge and spin in kcal/mol: 19.7
Expectation value of S²: 6.064
LUMO (spin up / spin down) in eV: -7.41 / -9.85
Gap between HOMO and LUMO (spin up / spin down) in eV: 7.296 / 4.860

=====

Which value of total energy does entry 1 give?
-1832.63552 hartree